Entry 1:
ORCA calculation (wB97M-V/def2-TZVPD) on a molecular structure, C18H40Br6O14S4 at a distorted geometry.

```
! wB97M-V def2-TZVPD RIJCOSX def2/J DEFGRID3
* xyz 0 1
O -0.509 -1.052 1.548
C 0.044 -0.134 0.990
O 0.500 -0.202 -0.259
C 1.030 1.074 -0.647
C 0.724 2.096 0.485
C 0.386 1.195 1.671
H 0.501 1.427 -1.530
H 2.107 1.052 -0.799
H -0.159 2.655 0.176
H 1.592 2.752 0.495
H -0.333 1.575 2.388
H 1.285 0.991 2.257
O 4.024 1.381 2.039
S 4.589 0.065 1.861
O 3.820 -1.084 1.497
O 5.718 0.131 0.664
C 6.495 1.345 0.531
C 5.796 2.187 -0.533
C 5.750 -0.345 3.225
H 7.499 1.106 0.181
H 6.629 1.853 1.486
H 4.966 2.756 -0.119
H 5.449 1.516 -1.316
H 6.463 2.897 -1.030
H 6.443 -1.019 2.726
H 5.265 -0.881 4.035
H 6.259 0.568 3.518
O -2.565 2.294 -2.659
S -3.235 2.956 -1.533
O -2.502 3.569 -0.459
O -4.184 4.137 -2.118
C -4.802 3.899 -3.408
C -3.948 4.364 -4.533
C -4.544 1.846 -0.853
H -5.746 4.451 -3.443
H -5.066 2.843 -3.511
H -4.549 4.226 -5.441
H -3.117 3.663 -4.596
H -3.793 5.440 -4.514
H -5.064 1.365 -1.675
H -5.050 2.468 -0.122
H -3.996 1.082 -0.298
O -1.273 -5.696 4.436
S -0.909 -4.319 4.454
O -0.857 -3.591 5.703
O 0.577 -4.256 3.807
C 1.373 -3.097 3.901
C 2.787 -3.425 3.523
C -1.887 -3.374 3.271
H 1.414 -2.806 4.957
H 1.099 -2.152 3.422
H 3.443 -2.564 3.431
H 2.850 -3.982 2.583
H 3.279 -4.097 4.234
H -2.416 -2.623 3.849
H -2.596 -4.083 2.850
H -1.230 -2.958 2.512
O -4.528 -2.199 -5.158
S -4.660 -1.060 -4.284
O -5.958 -0.499 -4.030
O -4.047 -1.417 -2.823
C -3.115 -2.504 -2.667
C -2.449 -2.313 -1.323
C -3.531 0.277 -4.736
H -2.413 -2.477 -3.510
H -3.697 -3.414 -2.836
H -1.718 -1.504 -1.363
H -1.986 -3.190 -0.880
H -3.207 -1.951 -0.624
H -2.553 0.289 -4.265
H -3.953 1.237 -4.451
H -3.485 0.205 -5.822
C 1.910 0.843 6.589
Br 0.402 2.005 7.050
Br 3.672 1.660 6.621
Br 1.492 0.109 4.806
H 1.970 0.048 7.317
C 1.040 -1.148 -5.438
Br 2.115 -0.353 -6.846
Br 0.693 0.112 -3.965
Br 2.033 -2.710 -4.760
H 0.149 -1.529 -5.916
*
```

Calculated values
E (eV): -511572.254
LUMO level (eV): -0.35
Relative energy (zero: lowest compared OMol25 entry of this formula, charge and spin) (kcal per mole): 27.9

Entry 2:
ORCA calculation (wB97M-V/def2-TZVPD) on a molecular structure, C18H40Br6O14S4 at a distorted geometry.

```
! wB97M-V def2-TZVPD RIJCOSX def2/J DEFGRID3
* xyz 1 2
O 2.855 -0.659 -5.464
C 3.042 0.322 -4.726
O 2.853 0.382 -3.401
C 3.147 1.579 -2.882
C 3.167 2.551 -4.050
C 3.521 1.657 -5.185
H 4.084 1.630 -2.327
H 2.453 1.927 -2.117
H 3.743 3.469 -3.938
H 2.177 2.977 -4.216
H 4.607 1.576 -5.201
H 3.080 1.845 -6.164
O -1.938 -1.841 1.781
S -2.696 -2.975 2.285
O -3.623 -3.662 1.355
O -1.637 -4.103 2.961
C -0.457 -3.576 3.551
C 0.341 -4.719 4.141
C -3.591 -2.461 3.824
H -0.750 -2.797 4.256
H 0.124 -3.087 2.769
H 0.633 -5.425 3.364
H -0.280 -5.336 4.791
H 1.225 -4.453 4.722
H -4.422 -1.792 3.603
H -2.895 -1.988 4.517
H -4.037 -3.369 4.229
O -1.441 -4.932 -3.183
S -0.323 -4.747 -2.265
O 1.056 -5.097 -2.708
O -0.241 -3.264 -1.585
C -1.422 -2.616 -1.442
C -1.858 -1.940 -2.686
C -0.672 -5.702 -0.685
H -1.182 -1.847 -0.707
H -2.254 -3.187 -1.028
H -2.075 -2.567 -3.550
H -1.070 -1.327 -3.124
H -2.689 -1.244 -2.571
H 0.249 -6.057 -0.222
H -1.360 -6.544 -0.760
H -1.072 -4.980 0.028
O -7.368 2.793 1.939
S -6.811 3.049 0.594
O -6.127 4.282 0.245
O -5.821 1.786 0.166
C -4.701 1.621 0.981
C -3.718 0.945 0.028
C -8.125 2.629 -0.703
H -4.883 0.969 1.835
H -4.227 2.514 1.388
H -2.933 0.590 0.696
H -3.291 1.685 -0.649
H -4.146 0.044 -0.411
H -9.169 2.747 -0.415
H -7.965 1.600 -1.026
H -8.030 3.312 -1.548
O 6.141 2.151 2.286
S 6.090 3.005 1.092
O 6.267 2.420 -0.226
O 4.628 3.756 1.090
C 3.964 3.964 2.269
C 2.607 4.367 1.790
C 7.182 4.435 1.232
H 4.481 4.653 2.937
H 3.745 3.034 2.795
H 1.962 3.597 1.365
H 2.516 5.228 1.127
H 2.045 4.657 2.678
H 8.197 4.040 1.200
H 6.731 5.098 1.970
H 7.164 5.026 0.316
C -0.419 1.287 0.184
Br 1.488 0.950 0.536
Br -0.649 1.415 -1.783
Br -1.007 3.005 1.009
H -1.032 0.494 0.612
C 3.298 -1.642 -0.781
Br 2.192 -2.697 0.437
Br 4.147 -2.901 -2.044
Br 4.636 -0.471 0.144
H 2.572 -1.058 -1.346
*
```

Calculated values
E (eV): -511560.827
<S²>: 0.758
LUMO level (spin up / spin down) (eV): -4.43 / -9.26
Relative energy (zero: lowest compared OMol25 entry of this formula, charge and spin) (kcal per mole): 0.0

Entry 3:
ORCA calculation (wB97M-V/def2-TZVPD) on 7 unconnected molecules or ions with the total composition C18H40Cl10O4 at a distorted geometry.

```
! wB97M-V def2-TZVPD RIJCOSX def2/J DEFGRID3
* xyz 1 2
C -6.751 -3.472 2.292
O -5.595 -3.191 1.476
C -4.370 -2.996 2.153
C -3.255 -2.990 1.073
O -3.185 -1.742 0.352
C -2.026 -1.431 -0.388
H -7.544 -4.042 1.808
H -7.311 -2.618 2.672
H -6.543 -4.115 3.147
H -4.236 -3.830 2.842
H -4.487 -2.064 2.706
H -3.221 -3.831 0.381
H -2.355 -2.996 1.688
H -1.113 -1.657 0.162
H -2.087 -0.377 -0.656
H -2.033 -2.046 -1.289
C -0.120 2.812 -3.048
O 0.062 1.768 -2.137
C 1.191 1.907 -1.337
C 1.456 0.665 -0.523
O 1.358 -0.545 -1.304
C 2.028 -1.730 -0.902
H 0.741 3.009 -3.687
H -0.416 3.808 -2.718
H -0.976 2.536 -3.664
H 1.161 2.782 -0.689
H 2.046 2.158 -1.964
H 0.748 0.591 0.303
H 2.444 0.644 -0.065
H 3.110 -1.623 -0.826
H 1.732 -2.410 -1.701
H 1.747 -2.117 0.078
Cl 1.164 -0.731 -6.906
C 1.546 -0.826 -5.113
C 3.045 -1.000 -4.808
Cl 3.866 0.516 -5.303
H 0.954 -1.711 -4.878
H 1.172 0.141 -4.777
H 3.461 -1.771 -5.457
H 3.325 -1.301 -3.799
Cl 2.059 -5.064 5.321
C 1.188 -3.537 4.767
C 1.136 -3.511 3.244
Cl 0.345 -1.982 2.551
H 1.810 -2.730 5.153
H 0.236 -3.525 5.298
H 0.583 -4.397 2.932
H 2.079 -3.510 2.698
Cl 7.431 4.176 -1.697
C 6.418 3.047 -0.741
C 5.641 2.035 -1.533
Cl 5.189 0.550 -0.642
H 5.734 3.624 -0.118
H 7.162 2.525 -0.140
H 6.242 1.755 -2.398
H 4.684 2.357 -1.943
Cl -3.915 4.758 0.405
C -3.597 3.566 -0.906
C -3.475 4.116 -2.337
Cl -5.197 4.358 -2.869
H -4.332 2.782 -0.719
H -2.680 3.058 -0.608
H -3.096 3.421 -3.087
H -2.790 4.946 -2.507
Cl 1.917 1.080 5.256
C 0.444 2.041 4.787
C -0.396 1.250 3.828
Cl -1.777 2.150 3.280
H 0.837 2.955 4.343
H 0.037 2.207 5.785
H -0.837 0.448 4.420
H 0.188 0.880 2.986
*
```

Calculated values
E (eV): -152716.558
<S²>: 0.754
LUMO level (spin up / spin down) (eV): -2.64 / -8.94

Entry 4:
ORCA calculation (wB97M-V/def2-TZVPD) on a molecular structure, C18H40CuOP2Si at a distorted geometry.

```
! wB97M-V def2-TZVPD RIJCOSX def2/J DEFGRID3
* xyz 0 2
P 0.854 1.010 -2.530
P -0.421 0.004 -5.068
C 1.690 1.506 -4.130
C 0.773 1.337 -5.340
H 2.619 0.925 -4.258
H 1.974 2.571 -4.028
H 0.226 2.263 -5.558
H 1.378 1.105 -6.229
C -0.310 -0.840 -6.696
H -0.229 -1.930 -6.603
H 0.581 -0.473 -7.225
H -1.204 -0.586 -7.287
C -2.212 0.362 -5.048
H -2.484 0.578 -6.094
H -2.512 1.228 -4.452
H -2.798 -0.508 -4.721
C 2.443 0.496 -1.727
H 2.487 0.866 -0.699
H 3.282 0.929 -2.288
H 2.545 -0.596 -1.735
C -0.800 2.198 -2.831
H -1.614 1.789 -2.226
H -1.036 2.224 -3.898
H -0.736 3.292 -2.567
Cu 0.839 3.064 -1.900
C -3.082 -2.495 -2.651
C -2.956 -2.771 -3.955
C -1.727 -3.163 -4.734
C -0.336 -2.903 -4.153
C 0.154 -1.426 -4.002
C 0.071 -0.961 -2.561
C -1.300 -0.832 -1.944
C -1.992 -2.192 -1.658
C 2.145 4.458 -1.867
H -4.094 -2.453 -2.220
H -3.868 -2.835 -4.568
H -1.801 -2.733 -5.742
H -1.765 -4.255 -4.895
H -0.231 -3.401 -3.183
H 0.389 -3.417 -4.810
H 1.227 -1.441 -4.272
H 0.750 -1.531 -1.906
H -1.939 -0.222 -2.606
H -1.220 -0.251 -1.010
H -1.230 -2.989 -1.600
H -2.462 -2.111 -0.663
H 1.717 5.315 -1.329
H 2.333 4.713 -2.918
H 3.047 4.070 -1.370
C -0.425 2.602 2.377
Si 0.593 1.531 1.214
C 2.389 1.879 1.700
C 0.259 -0.292 1.616
O 0.268 1.848 -0.333
H -0.617 2.086 3.327
H -1.383 2.870 1.921
H 0.113 3.534 2.602
H 2.474 1.649 2.773
H 3.144 1.298 1.161
H 2.606 2.949 1.568
H -0.749 -0.404 2.033
H 0.340 -0.947 0.742
H 0.972 -0.653 2.369
*
```

Calculated values
E (eV): -92452.153
<S²>: 0.756
LUMO level (spin up / spin down) (eV): 0.20 / 0.21
Relative energy (zero: lowest compared OMol25 entry of this formula, charge and spin) (kcal per mole): 98.8

Entry 5:
ORCA calculation (wB97M-V/def2-TZVPD) on a molecular structure, C18H40IrNO3PSSi3 at a distorted geometry.

```
! wB97M-V def2-TZVPD RIJCOSX def2/J DEFGRID3
* xyz 2 2
Ir 0.944 -0.280 0.343
C 0.288 1.602 -2.662
Si -1.092 1.512 -1.403
C -2.694 1.623 -2.327
C -0.982 2.963 -0.240
C -1.030 -0.162 -0.409
Si -1.354 -1.727 -1.554
C -0.343 -1.633 -3.108
C -3.189 -1.701 -1.852
C -0.979 -3.354 -0.718
Si -2.139 -0.156 1.124
C -3.753 0.704 0.859
C -2.376 -1.793 1.947
C -1.017 0.838 2.246
C -1.433 1.499 3.394
C -0.516 2.115 4.226
C 0.829 2.029 3.901
C 1.197 1.360 2.757
N 0.303 0.792 1.925
H 0.607 2.642 -2.767
H -0.069 1.277 -3.640
H 1.158 0.992 -2.435
H -2.749 2.636 -2.740
H -3.573 1.476 -1.700
H -2.735 0.930 -3.167
H -1.064 3.879 -0.834
H -0.042 3.010 0.308
H -1.792 2.980 0.491
H -0.630 -0.819 -3.775
H -0.481 -2.566 -3.662
H 0.723 -1.544 -2.885
H -3.575 -0.779 -2.278
H -3.749 -1.919 -0.939
H -3.390 -2.511 -2.560
H -0.217 -3.291 0.051
H -0.633 -4.049 -1.489
H -1.869 -3.787 -0.257
H -4.332 0.241 0.057
H -3.635 1.763 0.625
H -4.351 0.620 1.772
H -3.073 -2.438 1.408
H -2.790 -1.617 2.943
H -1.434 -2.328 2.066
H -2.489 1.522 3.635
H -0.836 2.635 5.120
H 1.592 2.466 4.531
H 2.232 1.242 2.510
C 2.086 -4.321 0.666
S 2.173 -2.582 0.773
O 1.940 -1.954 -0.600
O 3.404 -2.179 1.376
O 0.954 -2.047 1.526
H 3.109 -4.693 0.669
H 1.570 -4.593 -0.252
H 1.543 -4.677 1.542
C 4.164 0.915 1.075
P 2.849 1.029 -0.171
C 2.631 2.799 -0.402
C 3.607 0.390 -1.671
H 5.090 1.054 0.513
H 4.195 -0.051 1.573
H 4.077 1.719 1.802
H 3.628 3.235 -0.490
H 2.131 3.249 0.456
H 2.063 3.013 -1.302
H 4.518 0.965 -1.846
H 2.947 0.502 -2.527
H 3.854 -0.663 -1.549
*
```

Calculated values
E (eV): -73531.212
<S²>: 0.756
LUMO level (spin up / spin down) (eV): -8.55 / -8.36
Relative energy (zero: lowest compared OMol25 entry of this formula, charge and spin) (kcal per mole): 23.5

Entry 6:
ORCA calculation (wB97M-V/def2-TZVPD) on 10 unconnected molecules or ions with the total composition C18H40O18 at a distorted geometry.

```
! wB97M-V def2-TZVPD RIJCOSX def2/J DEFGRID3
* xyz 0 1
C -2.520 1.038 -2.804
C -1.867 1.020 -4.175
O -2.935 1.349 -5.061
C -3.921 1.948 -4.352
O -4.869 2.449 -4.852
O -3.639 1.887 -3.009
H -1.847 1.446 -2.061
H -2.836 0.020 -2.559
H -1.436 0.078 -4.507
H -1.097 1.784 -4.289
C 2.911 3.674 2.543
C 1.984 3.931 1.375
O 2.075 2.685 0.669
C 2.399 1.723 1.563
O 2.314 0.554 1.340
O 2.772 2.267 2.743
H 2.597 4.150 3.473
H 3.925 4.041 2.369
H 2.381 4.724 0.745
H 0.968 4.190 1.672
C -2.467 3.146 -0.075
C -3.254 3.182 1.240
O -2.780 4.326 1.922
C -1.761 4.888 1.225
O -1.053 5.768 1.582
O -1.629 4.288 0.016
H -3.123 3.291 -0.931
H -1.945 2.195 -0.166
H -3.145 2.311 1.887
H -4.326 3.284 1.051
C -1.778 -0.212 3.268
C -0.368 0.196 2.839
O -0.126 1.434 3.514
C -1.293 1.916 3.975
O -1.412 2.968 4.516
O -2.288 1.035 3.746
H -1.705 -0.969 4.047
H -2.323 -0.601 2.413
H -0.154 0.378 1.794
H 0.338 -0.543 3.210
O 0.846 1.184 -2.683
H 0.533 0.883 -1.812
H 1.805 1.115 -2.639
O -1.767 -2.939 1.558
H -0.805 -2.784 1.453
H -2.107 -3.001 0.661
O -0.268 -0.352 -0.497
H -0.107 -1.063 -1.135
H 0.378 -0.509 0.209
C -0.316 -4.390 -4.070
C -0.339 -2.897 -3.833
O -0.583 -2.609 -2.458
H 0.030 -4.636 -5.080
H -1.290 -4.873 -3.996
H 0.433 -4.864 -3.435
H -1.047 -2.395 -4.501
H 0.608 -2.454 -4.150
H -1.528 -2.669 -2.288
C 4.268 -2.392 -0.669
C 2.925 -1.865 -1.176
O 1.937 -2.883 -1.030
H 4.145 -2.831 0.320
H 5.000 -1.591 -0.549
H 4.682 -3.039 -1.440
H 3.059 -1.658 -2.242
H 2.628 -0.961 -0.639
H 1.184 -2.712 -1.610
C 1.379 -3.269 3.866
C 2.029 -3.094 2.495
O 1.012 -2.744 1.564
H 0.914 -2.323 4.142
H 2.154 -3.506 4.593
H 0.611 -4.034 3.776
H 2.604 -4.000 2.264
H 2.798 -2.311 2.461
H 1.431 -2.773 0.673
*
```

Calculated values
E (eV): -56170.023
LUMO level (eV): -0.15
Relative energy (zero: lowest compared OMol25 entry of this formula, charge and spin) (kcal per mole): 0.0

> Which value of E does entry 3 give?

-152716.558 eV

> What is the E in the fourth record?

-92452.153 eV

> Look up the E of the first one.

-511572.254 eV